1.
A structure of composition H15O7S at a distorted geometry. Source: the OMol25 dataset; level of theory: ωB97M-V/def2-TZVPD.

Its net charge is -1. Its spin multiplicity is 1. Its total energy is -25406.3094 eV. As for the largest force on an atom: 5.0 eV/Å. The LUMO energy comes out at -2.49 eV.

Atoms and positions in Å:
S -3.18916 -1.20036 3.38666
H -2.49864 1.67980 1.54741
H 0.69368 2.71648 1.37199
H 1.00916 1.29313 0.64062
O 0.49162 2.25944 0.56895
H 2.58081 -0.15559 -0.53670
H 2.37247 -0.26174 1.46721
O 1.95901 0.12950 0.54928
H -0.32560 -1.54302 -1.75762
H 3.97579 -0.58991 -1.51728
O 3.11812 -0.20438 -1.56771
H -2.38360 0.10936 -0.89895
H 1.23087 -1.15983 -1.92954
O 0.50530 -1.65095 -2.16902
H -3.16200 1.67971 2.07578
H -1.64863 -0.66034 0.25327
O -1.53467 -0.14283 -0.53419
H -1.43933 -2.58517 1.18131
H -1.50654 -1.57694 2.19208
O -0.93905 -1.81040 1.39821
H -0.21993 0.66895 -1.65674
H 0.63606 1.84101 -1.72267
O 0.27425 1.16409 -2.34233

Cartesian forces, eV/Å:
S -0.3681 0.2895 0.2040
H -1.9185 -0.0766 1.6041
H 0.3136 0.3178 0.6311
H -0.3006 1.5733 -0.1292
O 0.2058 -1.9231 -0.5083
H 1.1101 0.1815 -0.8037
H -1.6050 1.4744 -3.7276
O 0.9541 -1.3968 3.9540
H -0.4932 1.0500 1.1622
H 0.7894 -0.4898 0.3380
O -1.5638 0.2772 0.3718
H -0.1530 0.0160 0.0722
H 2.3800 2.4816 1.4587
O -1.6642 -3.8439 -2.7298
H 1.9911 -0.0671 -1.5786
H 0.1809 -0.5455 0.7336
O -0.1576 0.6995 -1.2526
H -0.0799 -1.1697 -0.8554
H 1.3935 0.0438 -0.6838
O -1.0080 0.6529 1.7578
H 0.1856 -0.0872 -0.6827
H 0.0016 -0.3676 -0.8131
O -0.1937 0.9100 1.4772


2.
A cluster of 8 separate species, H15O7S in total. Source: the OMol25 dataset; level of theory: ωB97M-V/def2-TZVPD.

Its net charge is -1. Its spin multiplicity is 1. Its total energy is -25414.0058 eV. As for the largest force on an atom: 0.9 eV/Å. The LUMO energy comes out at 3.04 eV.

Atoms and positions in Å:
S 1.86359 1.23546 -0.80751
H 2.60474 0.29106 -0.22806
H 0.05067 3.42915 1.87841
H 1.23084 2.86163 1.18991
O 1.00663 3.36915 2.00361
H 1.84037 1.59183 2.31079
H 2.38427 0.37813 1.78501
O 1.96070 0.67490 2.60587
H 0.37700 -0.57119 1.77894
H -0.36393 -1.67360 1.02627
O -0.37984 -1.17391 1.87464
H -1.58454 -2.19346 -0.80286
H -0.10999 -2.06502 -1.20134
O -0.67855 -2.48860 -0.54844
H -3.02899 -0.80883 -0.15366
H -3.06013 -0.49959 -1.67733
O -3.08739 -1.23227 -1.05440
H 0.02062 -1.05362 -3.76279
H 1.17609 -1.44520 -4.73280
O 0.24033 -1.54652 -4.55412
H -2.40455 0.90802 1.05834
H -1.76503 -0.39430 1.52242
O -2.65403 0.00723 1.29805

Cartesian forces, eV/Å:
S -0.3927 0.2311 0.0558
H 0.2059 -0.2353 0.0346
H 0.0632 0.0934 0.3660
H 0.3306 0.2487 -0.0920
O -0.3080 -0.2825 -0.7805
H -0.4192 0.0839 0.7751
H 0.0431 -0.4189 0.1649
O 0.3538 0.0704 -0.6973
H -0.0485 0.1837 0.4092
H -0.0638 -0.0829 0.2220
O 0.2986 -0.0992 -0.5479
H 0.3609 -0.0226 0.0530
H 0.1220 0.0464 0.1094
O -0.3043 -0.0468 -0.2391
H -0.0219 0.0154 -0.3789
H 0.0617 -0.0505 0.0433
O -0.1909 0.0272 0.2491
H 0.3704 0.2576 0.1697
H 0.1018 0.2525 0.3342
O -0.4336 -0.4262 -0.4495
H -0.1590 -0.0313 0.0039
H -0.1620 -0.0954 0.2755
O 0.1921 0.2812 -0.0806


3.
A cluster of 8 separate species, H15O8 in total at a distorted geometry. Source: the OMol25 dataset; level of theory: ωB97M-V/def2-TZVPD.

Its net charge is -1. Its spin multiplicity is 1. Its total energy is -16626.7633 eV. As for the largest force on an atom: 1.4 eV/Å. The LUMO energy comes out at 3.56 eV.

Atoms and positions in Å:
O 1.42406 -2.12084 0.42092
H 1.76236 -1.22390 0.15973
O -0.86824 0.49433 2.69096
H -1.44140 0.24190 1.91829
H -0.16809 -0.16914 2.68403
O 2.45506 0.28582 -0.43846
H 1.88977 0.91114 0.11566
H 2.02778 0.38209 -1.31014
O -0.92258 -2.19495 -0.57612
H 2.26608 -2.56542 0.57912
H -0.49448 -1.52242 -1.13237
O 0.49377 0.02076 -2.29014
H -0.29559 0.55517 -1.77090
H 0.56729 0.51901 -3.10829
O -2.48467 -0.02628 0.62488
H -2.16106 -0.86152 0.25316
H -0.30104 -2.24070 0.16681
O -1.07510 1.39194 -0.98265
H -1.59298 2.06385 -1.43397
H -1.96625 0.64415 0.07284
O 0.79928 2.12492 0.67974
H 0.13749 1.96283 -0.05277
H 0.32884 1.74844 1.44242

Cartesian forces, eV/Å:
O 1.3176 0.3241 0.4648
H -0.2576 0.0705 -0.2527
O 0.3820 -0.0860 -0.0735
H -0.2380 0.0532 0.2088
H -0.0737 0.0424 0.0422
O -0.2909 0.5006 0.7313
H 0.6628 -0.2801 -0.4924
H -0.2311 -0.3905 0.0911
O -0.5387 0.4102 0.0019
H -0.3168 -0.2385 0.0843
H -0.0916 -0.2565 -0.2144
O -0.5089 0.1295 -0.0622
H 0.6743 0.0876 -0.2610
H -0.0286 -0.1419 -0.1263
O 0.1516 0.1598 0.1872
H -0.0597 -0.1797 -0.0944
H 0.0320 -0.2876 -0.2829
O -0.1506 0.3636 -0.0419
H 0.0429 -0.0948 -0.0468
H -0.3340 -0.2522 -0.2111
O 0.0007 -0.1189 0.2192
H -0.1540 0.0712 0.0745
H 0.0102 0.1139 0.0544


4.
A structure of composition H16Na4O12S at a distorted geometry. Source: the OMol25 dataset; level of theory: ωB97M-V/def2-TZVPD.

Its net charge is +2. Its spin multiplicity is 1. Its total energy is -53320.0976 eV. As for the largest force on an atom: 3.4 eV/Å. The LUMO energy comes out at -9.52 eV.

Atoms and positions in Å:
Na -0.10818 -3.12442 1.40672
Na -2.37852 -0.42349 3.02273
Na 0.72847 -1.24685 4.27613
Na 3.51729 -0.30479 1.91603
S -0.11166 -0.23277 0.77335
O -0.34197 -0.94757 2.08371
O 1.21794 0.37133 0.74036
O -0.31799 -1.21266 -0.29744
O -1.14902 0.78972 0.74651
O 1.52351 -2.69808 -1.42995
H 0.86726 -2.12635 -1.00916
H 1.47295 -2.45887 -2.37152
O -3.85694 1.15049 0.86296
H -4.12015 0.53771 0.16425
H -2.89261 1.12149 0.86139
O 3.69718 1.84786 0.79274
H 4.37978 2.46988 0.51047
H 3.31905 1.52877 -0.05631
O -1.25940 2.38056 -1.55420
H -1.31975 1.72860 -0.84070
H -0.33575 2.39533 -1.82848
O -0.85466 3.22133 2.12515
H -1.46828 2.83889 2.75740
H -0.76094 2.56183 1.43017
O 2.71115 0.66776 -1.59778
H 1.96768 0.55480 -0.98787
H 3.05278 -0.22231 -1.75349
O 0.15581 -0.99700 -3.30790
H 0.05865 -0.97646 -2.34951
H -0.72607 -1.19686 -3.64525
O -2.57146 -2.58791 -0.33921
H -2.22722 -3.45919 -0.56885
H -1.86892 -1.95076 -0.53244

Cartesian forces, eV/Å:
Na -0.3944 -0.2291 -1.1020
Na -0.8321 0.6184 -0.9168
Na -0.1001 0.3886 -0.0043
Na 0.2214 1.1132 -0.9999
S -0.5681 2.6306 -1.1824
O 0.7190 -1.9358 2.7054
O 0.2844 -1.1165 0.7875
O 0.3731 -0.2580 0.5407
O 0.1150 -0.4789 0.2537
O 0.3673 -0.1452 0.2529
H 0.2271 -0.0476 -0.3812
H -0.0383 -0.2291 0.0937
O 0.0453 -0.6348 0.7286
H -0.1043 0.1901 -0.0293
H -0.1182 0.2918 -0.5336
O 0.0474 -0.6990 -0.0624
H 0.0032 -0.0012 0.2167
H 0.1846 0.2445 -0.0144
O -0.0127 -0.2212 0.1058
H 0.1235 0.4022 -0.4279
H -0.0844 0.0316 -0.0554
O 0.3256 -0.0832 0.3814
H -0.2004 0.2375 -0.0751
H -0.1101 0.1548 -0.1182
O 0.1602 0.0023 0.4411
H -0.0713 -0.1260 -0.3223
H -0.1093 0.0835 -0.2163
O 0.0817 -0.2301 0.1595
H -0.3236 0.3415 -0.2503
H 0.0944 0.0955 -0.0886
O 0.0564 -0.3649 0.8642
H -0.2710 0.0977 -0.4527
H -0.0913 -0.1231 -0.2979